C35H56N3O2P2Pb | the ωB97M-V functional and the def2-TZVPD basis

Last column: Mulliken charge in e.
Cartesian coordinates (Å):
C -1.35 -1.92 -2.15  -0.210
C 0.69 -2.93 -1.48  0.525
C -1.56 -2.89 -3.13  -0.759
C 0.45 -4.00 -2.38  -1.148
C -0.66 -3.96 -3.21  -0.756
H -2.42 -2.80 -3.78  0.476
H 1.18 -4.81 -2.41  0.496
H -0.84 -4.75 -3.94  0.404
N -0.25 -1.92 -1.39  0.999
P -2.72 -0.42 -0.16  -0.136
P 2.47 -1.41 0.10  0.627
C -2.42 -0.81 -1.93  -1.102
H -2.09 0.11 -2.44  0.537
H -3.36 -1.11 -2.41  0.664
C 1.88 -2.86 -0.69  -1.515
H 2.47 -3.77 -0.61  0.190
C 3.51 -0.40 -1.12  2.103
C 3.37 -1.79 1.72  1.998
C -3.55 1.27 0.06  2.294
C -3.73 -1.90 0.42  2.061
C 3.49 1.07 -0.66  -1.414
H 4.07 1.23 0.25  0.304
H 3.92 1.69 -1.45  0.550
H 2.46 1.43 -0.49  -0.084
C 4.95 -0.93 -1.19  -2.047
H 5.52 -0.75 -0.27  0.313
H 4.98 -2.00 -1.43  0.367
H 5.47 -0.39 -1.99  0.516
C 2.88 -0.50 -2.52  -1.252
H 3.38 0.23 -3.19  0.636
H 3.02 -1.50 -2.96  0.344
H 1.82 -0.26 -2.51  -0.333
C 4.02 -0.51 2.27  -1.840
H 3.29 0.30 2.38  0.135
H 4.44 -0.73 3.26  0.543
H 4.85 -0.15 1.64  0.254
C 2.36 -2.28 2.79  -1.405
H 1.66 -1.49 3.09  -0.069
H 1.80 -3.16 2.46  0.237
H 2.93 -2.56 3.69  0.596
C 4.41 -2.89 1.50  -1.819
H 5.18 -2.60 0.77  0.298
H 4.92 -3.08 2.46  0.517
H 3.95 -3.83 1.17  0.330
C -4.17 -1.68 1.88  -1.847
H -4.70 -2.58 2.22  0.520
H -3.30 -1.54 2.55  0.222
H -4.86 -0.83 1.98  0.342
C -2.86 -3.17 0.35  -1.612
H -2.61 -3.44 -0.68  0.356
H -1.94 -3.09 0.95  0.054
H -3.44 -4.01 0.77  0.575
C -4.97 -2.12 -0.46  -1.756
H -5.53 -2.97 -0.04  0.521
H -5.65 -1.26 -0.45  0.270
H -4.71 -2.36 -1.49  0.327
C -2.78 2.34 -0.73  -1.814
H -2.75 2.13 -1.80  0.373
H -3.29 3.31 -0.59  0.648
H -1.76 2.45 -0.36  0.009
C -3.50 1.67 1.55  -1.695
H -2.46 1.78 1.90  -0.005
H -3.99 2.65 1.66  0.530
H -4.01 0.96 2.21  0.260
C -5.01 1.22 -0.42  -1.967
H -5.09 0.87 -1.45  0.336
H -5.65 0.62 0.24  0.336
H -5.41 2.25 -0.39  0.540
Pb -0.11 -0.45 0.70  2.119
C -1.09 -2.32 3.16  0.284
O -1.03 -2.93 4.13  -0.293
N 0.15 1.13 -1.22  -0.094
C 0.29 1.77 -2.20  0.430
C 0.47 2.60 -3.34  -0.079
C 0.26 3.99 -3.26  -0.290
C 0.86 2.04 -4.58  -0.255
C 0.43 4.80 -4.39  -0.711
H -0.04 4.43 -2.31  0.439
C 1.04 2.85 -5.70  -0.771
H 1.01 0.96 -4.64  0.434
C 0.82 4.23 -5.61  -0.358
H 0.25 5.87 -4.33  0.405
H 1.34 2.40 -6.65  0.402
H 0.95 4.86 -6.49  0.399
C 0.69 3.18 5.15  -1.010
N 0.87 2.74 3.77  0.290
C 1.90 3.44 3.01  -1.023
C 0.09 1.82 3.21  0.505
C -0.86 1.07 4.09  -0.556
O 0.19 1.62 1.96  -0.636
H 1.41 3.97 5.33  0.394
H 0.87 2.36 5.87  0.317
H -0.32 3.57 5.33  0.320
H 2.86 3.33 3.53  0.411
H 1.96 3.04 2.00  0.114
H 1.66 4.51 2.97  0.415
H -1.59 1.76 4.55  0.464
H -1.41 0.34 3.49  -0.503
H -0.31 0.53 4.89  0.492

The total energy comes out at -2557.34975 Eh. Its total charge is +1. For the HOMO energy, the calculation gives -8.13 eV. The max |F| comes out at 3.933 eV Å⁻¹.

C35H57F3N3O9S2 | the ωB97M-V functional and the def2-TZVPD basis

Last column: Mulliken charge in e.
Cartesian coordinates (Å):
C 17.52 -36.44 1.71  0.405
C 18.52 -37.47 2.25  0.470
O 18.82 -38.57 1.72  -0.595
N 19.12 -37.17 3.55  1.546
H 19.28 -36.20 3.60  -0.443
H 18.40 -36.98 4.28  0.381
C 20.00 -38.11 4.32  -1.189
H 17.96 -35.54 1.87  -0.366
H 16.47 -36.66 2.15  -0.035
H 17.51 -36.72 0.55  0.352
H 19.50 -39.12 4.34  0.266
H 20.18 -37.63 5.07  0.649
H 20.92 -38.26 3.64  0.334
C 13.60 -36.30 4.94  -1.126
C 13.94 -37.68 5.43  0.617
O 13.19 -38.30 6.21  -0.498
N 14.95 -38.48 4.70  0.276
H 14.88 -38.57 3.78  0.454
H 15.73 -37.66 4.70  -0.148
C 15.60 -39.66 5.24  -0.767
H 14.43 -35.79 5.48  0.024
H 12.79 -35.82 5.35  0.570
H 13.42 -36.17 4.00  0.587
H 14.90 -40.39 5.85  0.318
H 16.38 -39.31 6.02  0.215
H 16.33 -40.11 4.53  0.371
C 18.78 -34.38 7.01  -1.993
C 17.68 -33.58 6.11  0.772
O 17.14 -32.64 6.61  -0.254
N 17.30 -34.25 4.81  1.647
H 18.42 -34.39 4.36  -0.147
H 16.94 -35.13 4.93  0.063
C 16.41 -33.31 4.09  -2.295
H 18.61 -35.36 7.34  0.502
H 19.02 -33.82 7.68  0.912
H 19.71 -34.55 6.44  0.024
H 16.93 -32.42 3.77  0.065
H 15.43 -33.03 4.46  0.434
H 16.16 -33.82 3.35  1.577
O 16.89 -36.65 5.02  -1.509
H 17.28 -36.44 5.85  0.005
O 19.67 -34.68 3.70  -1.040
H 20.38 -34.01 3.98  -0.395
F 11.38 -33.54 2.52  -0.365
C 12.52 -33.46 1.87  0.409
C 12.92 -34.52 0.98  -0.643
C 14.23 -34.42 0.35  -0.111
C 15.13 -33.37 0.55  -0.458
C 14.67 -32.33 1.49  -0.107
C 13.38 -32.34 2.12  -0.362
H 12.55 -35.49 0.87  0.513
H 14.29 -35.50 -0.24  0.175
H 16.16 -33.68 0.10  0.181
H 15.33 -31.53 1.87  0.463
H 13.45 -31.61 2.94  0.274
F 13.79 -30.18 5.33  -0.302
C 13.42 -31.10 6.25  0.334
C 12.30 -31.95 5.86  -0.080
C 11.89 -32.95 6.73  -1.498
C 12.80 -33.22 7.89  -0.509
C 14.04 -32.61 8.03  -0.427
C 14.38 -31.47 7.17  0.219
H 11.86 -31.49 4.95  0.443
H 11.01 -33.23 6.77  0.918
H 12.50 -34.09 8.57  0.319
H 14.65 -33.05 8.78  0.495
H 15.39 -30.85 7.44  0.139
F 18.15 -26.82 7.26  -0.285
C 18.43 -27.87 6.51  0.311
C 17.46 -28.51 5.85  -0.482
C 17.73 -29.71 5.14  -0.779
C 19.06 -30.26 5.12  0.272
C 20.11 -29.63 5.75  -0.712
C 19.81 -28.38 6.36  -0.731
H 16.48 -28.07 6.09  0.380
H 16.95 -30.02 4.59  0.760
H 19.13 -31.29 4.67  0.117
H 21.10 -30.08 5.69  0.443
H 20.50 -27.89 6.78  0.640
C 23.11 -35.26 4.30  -0.252
C 23.50 -33.86 4.68  0.007
C 24.16 -33.92 5.97  -1.100
S 23.27 -35.09 6.88  1.225
O 22.18 -34.55 7.49  -0.562
O 24.19 -35.87 7.60  -0.756
C 22.68 -36.04 5.58  0.551
H 24.06 -35.57 3.91  0.500
H 22.22 -35.21 3.64  -0.048
H 22.48 -33.35 4.94  -0.112
H 23.97 -33.33 3.79  0.394
H 24.09 -33.05 6.45  0.595
H 25.24 -34.30 6.09  0.311
H 21.81 -36.09 5.64  -1.028
H 23.14 -37.07 5.81  0.304
C 20.80 -30.87 -0.32  -0.809
C 21.22 -31.14 1.13  -0.688
C 20.79 -32.46 1.49  0.225
S 19.26 -32.55 0.62  1.223
O 18.09 -32.41 1.46  -0.439
O 19.30 -33.82 -0.09  -0.833
C 19.32 -31.25 -0.53  -0.925
H 21.48 -31.39 -1.11  0.288
H 21.08 -29.86 -0.61  0.471
H 20.76 -30.33 1.79  0.171
H 22.24 -31.00 1.49  0.501
H 20.31 -32.50 2.38  -0.670
H 21.45 -33.19 1.33  0.650
H 18.59 -30.60 -0.09  0.414
H 19.23 -31.59 -1.50  0.406

The total energy comes out at -3304.39197 Eh. Its total charge is +1. For the HOMO energy, the calculation gives -10.85 eV. The max |F| comes out at 14.131 eV Å⁻¹.

C35H57MnN5O10S3Si | the ωB97M-V functional and the def2-TZVPD basis

Last column: Mulliken charge in e.
Cartesian coordinates (Å):
Mn -0.34 0.60 -0.10  2.027
C 3.64 -0.48 3.06  -1.530
C 3.48 0.38 1.80  2.038
C 4.57 1.44 1.75  -1.569
C 3.52 -0.50 0.55  -1.278
O 2.21 1.01 1.79  1.499
Si 1.31 1.98 2.75  -0.786
S -0.55 2.21 1.93  -1.225
O 1.38 1.25 4.25  0.064
C 0.99 1.71 5.52  1.781
C 2.18 2.43 6.17  -1.515
C -0.21 2.65 5.46  -1.513
C 0.63 0.46 6.32  -1.849
O 2.15 3.40 3.04  0.101
C 2.16 4.62 2.32  2.044
C 0.94 5.45 2.70  -1.676
C 3.43 5.35 2.77  -1.920
C 2.20 4.39 0.81  -1.300
H 4.59 -1.02 3.02  0.470
H 2.83 -1.21 3.11  0.221
H 3.60 0.13 3.95  0.128
H 5.56 0.97 1.68  0.413
H 4.54 2.07 2.64  0.185
H 4.43 2.07 0.87  0.167
H 4.31 -1.26 0.63  0.428
H 3.71 0.11 -0.33  0.093
H 2.55 -0.99 0.43  -0.156
H 2.51 3.23 5.51  0.070
H 3.01 1.73 6.30  0.323
H 1.91 2.84 7.14  0.466
H 0.05 3.58 4.96  0.113
H -0.56 2.88 6.47  0.515
H -1.02 2.19 4.89  0.287
H 1.47 -0.23 6.33  0.291
H -0.22 -0.04 5.85  0.350
H 0.37 0.72 7.36  0.414
H 0.91 5.60 3.79  0.306
H 0.03 4.92 2.40  0.196
H 0.96 6.42 2.21  0.492
H 3.42 5.50 3.85  0.349
H 3.52 6.32 2.28  0.384
H 4.31 4.74 2.52  0.365
H 1.35 3.80 0.48  0.056
H 3.11 3.86 0.53  0.156
H 2.18 5.35 0.29  0.562
O -1.42 1.90 -1.65  -0.426
N -2.66 1.81 -1.75  -0.791
N -3.17 0.89 -1.01  1.146
O -2.46 0.13 -0.22  -0.737
C -4.56 0.65 -1.09  0.013
C -5.11 -0.29 -0.22  -0.315
C -6.47 -0.57 -0.29  -0.698
C -7.28 0.06 -1.22  -0.429
C -6.72 1.00 -2.08  -0.509
C -5.37 1.29 -2.03  -0.209
H -4.45 -0.77 0.48  0.415
H -6.89 -1.31 0.39  0.351
H -8.33 -0.17 -1.27  0.366
H -7.34 1.49 -2.82  0.346
H -4.92 1.99 -2.72  0.454
C -4.70 -3.11 -2.68  -1.077
N -3.33 -2.81 -2.38  1.054
C -2.56 -3.38 -1.37  -1.359
C -1.38 -2.73 -1.35  -0.261
N -1.43 -1.79 -2.36  2.365
C -2.63 -1.80 -2.98  -0.993
S -3.21 -0.81 -4.21  -0.377
H -5.06 -3.84 -1.96  0.364
H -4.80 -3.50 -3.70  0.231
H -5.31 -2.20 -2.61  0.235
H -2.95 -4.15 -0.73  0.517
H -0.54 -2.75 -0.68  0.418
H -0.74 -1.04 -2.45  -0.550
C -1.48 -1.63 2.36  -1.632
C 0.00 -1.61 1.95  1.970
C 0.62 -2.99 2.17  -2.050
O 0.17 -1.23 0.63  0.270
H -1.60 -1.89 3.42  0.500
H -2.03 -2.36 1.75  0.272
H -1.92 -0.65 2.19  0.178
H 0.51 -0.91 2.64  -1.237
H 0.08 -3.74 1.58  0.429
H 0.58 -3.30 3.23  0.318
H 1.66 -2.99 1.85  0.392
C -1.73 -5.72 -4.08  -1.548
C -0.75 -4.65 -4.49  1.254
C -1.15 -3.59 -5.30  -0.666
C -0.27 -2.58 -5.63  -0.225
C 1.02 -2.62 -5.15  -0.280
C 1.45 -3.66 -4.33  -0.412
C 0.56 -4.67 -4.01  -0.689
S 2.13 -1.29 -5.49  1.640
O 2.24 -1.07 -6.91  -0.811
O 3.37 -1.55 -4.79  -0.722
N 1.26 -0.08 -4.84  0.026
C 1.95 1.18 -4.53  -1.157
C 2.56 1.18 -3.13  -0.706
C 1.52 0.93 -2.04  0.424
O 1.43 1.72 -1.09  -0.695
O 0.80 -0.12 -2.15  -1.337
H -2.67 -5.62 -4.63  0.338
H -1.95 -5.62 -3.01  0.223
H -1.33 -6.71 -4.25  0.456
H -2.18 -3.53 -5.64  0.177
H -0.61 -1.73 -6.22  0.382
H 2.45 -3.65 -3.94  0.455
H 0.87 -5.48 -3.36  0.350
H 0.83 -0.40 -3.95  -0.069
H 1.20 1.97 -4.61  0.411
H 2.70 1.37 -5.30  0.483
H 3.05 2.13 -2.93  0.404
H 3.30 0.38 -3.07  0.297

The total energy comes out at -5029.45075 Eh. Its total charge is -2. For the HOMO energy (alpha / beta), the calculation gives -2.01 / -2.63 eV. Its multiplicity is 6. The max |F| comes out at 0.388 eV Å⁻¹. Its expectation value of S² is 8.7535.

C35H57N13O5S2 | the ωB97M-V functional and the def2-TZVPD basis

Last column: Mulliken charge in e.
Cartesian coordinates (Å):
C 5.19 1.66 2.54  -0.912
C 5.64 0.11 3.00  -0.415
N 5.41 -0.77 1.82  0.323
C 6.61 -1.57 1.39  -0.564
C 7.06 -0.94 -0.09  -0.608
C 4.12 -1.53 1.81  -0.382
S 3.68 -2.24 0.29  -0.108
S 2.93 -1.85 3.22  -0.086
C 1.28 -2.18 2.37  -0.623
C 0.01 -2.33 3.40  -0.480
C -0.79 -0.93 3.71  -0.865
C -1.99 -0.56 2.66  1.281
C -3.15 -1.69 2.30  -0.916
C -2.70 -2.79 1.17  -0.206
O -3.74 -3.09 0.16  -0.317
C -2.95 -3.34 -1.08  0.311
O -2.20 -4.46 -1.26  -0.513
C -2.89 0.52 3.56  -0.087
O -3.39 0.40 4.79  -0.611
N -3.27 1.83 2.89  -0.374
C -2.26 1.98 1.77  -0.208
O -3.08 2.33 0.60  -0.462
C -1.68 0.46 1.39  0.043
N -0.25 0.78 1.02  -0.629
O -2.32 0.22 0.09  -0.231
H 6.20 2.25 2.28  0.278
H 4.64 1.57 1.48  0.258
H 4.54 2.19 3.34  0.252
H 6.81 0.20 3.21  0.274
H 5.16 -0.22 4.02  0.276
H 6.37 -2.73 1.25  0.290
H 7.54 -1.52 2.09  0.354
H 6.74 0.21 -0.04  0.178
H 8.21 -1.03 -0.30  0.305
H 6.38 -1.41 -0.93  0.109
H 1.14 -1.41 1.50  0.267
H 1.40 -3.25 1.84  0.458
H -0.65 -3.21 3.02  0.123
H 0.47 -2.69 4.44  0.325
H -0.02 -0.02 3.78  0.147
H -1.21 -1.04 4.83  0.586
H -3.57 -2.18 3.28  0.353
H -4.05 -1.07 1.84  0.292
H -2.49 -3.81 1.75  0.207
H -1.66 -2.45 0.70  0.244
H -3.07 -2.54 -1.94  0.302
H -4.25 1.64 2.51  0.345
H -1.46 2.84 1.90  0.182
H -3.35 3.30 0.63  0.387
H -0.31 1.66 0.45  0.337
H 0.37 0.91 1.85  0.249
H -1.58 0.21 -0.60  0.216
C -3.15 1.40 -3.67  -0.521
C -1.73 1.02 -3.26  0.471
N -0.56 0.71 -2.92  -0.584
H -3.30 2.47 -3.52  0.294
H -3.31 1.15 -4.72  0.352
H -3.87 0.85 -3.06  0.031
C -5.81 -5.70 -1.91  -0.499
C -7.07 -5.62 -2.77  0.258
N -8.11 -5.56 -3.48  -0.406
H -5.76 -6.68 -1.43  0.303
H -4.93 -5.56 -2.54  0.216
H -5.84 -4.93 -1.14  0.127
C -0.20 -0.82 -7.03  -0.674
C -1.08 0.40 -6.81  0.461
N -1.81 1.41 -6.63  -0.574
H 0.36 -0.71 -7.97  0.318
H 0.51 -0.92 -6.21  0.167
H -0.82 -1.72 -7.09  0.326
C 2.90 -4.15 -3.24  -0.494
C 2.59 -3.47 -4.56  0.421
N 2.34 -2.90 -5.66  -0.529
H 3.80 -4.76 -3.33  0.242
H 3.06 -3.40 -2.46  -0.017
H 2.06 -4.79 -2.95  0.347
C 2.98 -1.59 7.33  -0.789
C 1.58 -1.87 6.83  0.559
N 0.41 -2.10 6.42  -0.593
H 3.09 -1.95 8.36  0.335
H 3.71 -2.10 6.69  0.224
H 3.18 -0.51 7.31  0.253
C 1.18 3.13 -5.67  -0.484
C 2.37 3.31 -6.60  0.242
N 3.36 3.46 -7.37  -0.431
H 1.30 3.75 -4.78  0.301
H 0.26 3.43 -6.18  0.265
H 1.10 2.08 -5.37  0.080
C -3.53 6.71 2.60  -0.568
C -3.46 5.81 1.38  0.486
N -3.40 5.06 0.37  -0.665
H -3.19 7.72 2.34  0.208
H -4.56 6.77 2.96  0.298
H -2.89 6.32 3.39  0.254
C -7.00 0.57 -1.18  -0.460
C -7.31 1.25 -2.50  0.284
N -7.56 1.82 -3.60  -0.448
H -6.10 -0.04 -1.28  0.089
H -6.84 1.32 -0.40  0.215
H -7.84 -0.07 -0.89  0.337
C -0.37 9.38 4.38  -0.692
C -1.62 9.46 3.52  0.430
N -2.66 9.53 2.81  -0.565
H -0.31 8.40 4.87  0.261
H 0.52 9.52 3.76  0.267
H -0.39 10.16 5.15  0.267
C 6.92 -3.86 -5.14  -0.776
C 6.27 -3.72 -3.78  0.502
N 5.73 -3.60 -2.64  -0.516
H 6.27 -4.44 -5.81  0.273
H 7.09 -2.88 -5.58  0.265
H 7.88 -4.38 -5.04  0.303

The total energy comes out at -3251.52423 Eh. Its total charge is 0. For the HOMO energy, the calculation gives -8.37 eV. The max |F| comes out at 10.323 eV Å⁻¹.